{
  "formula": "C48H91F9NO12S10",
  "method": "ωB97M-V/def2-TZVPD",
  "e_homo_ev": -9.5,
  "total_charge": 1,
  "symbols": ["S", "S", "S", "S", "S", "S", "S", "S", "S", "S", "F", "F", "F", "F", "F", "F", "F", "F", "F", "O", "O", "O", "O", "O", "O", "O", "O", "O", "O", "O", "O", "N", "C", "C", "C", "C", "C", "C", "C", "C", "C", "C", "C", "C", "C", "C", "C", "C", "C", "C", "C", "C", "C", "C", "C", "C", "C", "C", "C", "C", "C", "C", "C", "C", "C", "C", "C", "C", "C", "C", "C", "C", "C", "C", "C", "C", "C", "C", "C", "C", "H", "H", "H", "H", "H", "H", "H", "H", "H", "H", "H", "H", "H", "H", "H", "H", "H", "H", "H", "H", "H", "H", "H", "H", "H", "H", "H", "H", "H", "H", "H", "H", "H", "H", "H", "H", "H", "H", "H", "H", "H", "H", "H", "H", "H", "H", "H", "H", "H", "H", "H", "H", "H", "H", "H", "H", "H", "H", "H", "H", "H", "H", "H", "H", "H", "H", "H", "H", "H", "H", "H", "H", "H", "H", "H", "H", "H", "H", "H", "H", "H", "H", "H", "H", "H", "H", "H", "H", "H", "H", "H"],
  "xyz": [[4.703, -0.095, -7.750], [-2.333, 4.732, 4.229], [1.435, 8.114, 5.075], [0.803, -9.353, -5.402], [3.465, -5.162, -6.344], [2.603, -9.982, 7.967], [3.569, 4.399, -3.953], [9.182, 6.579, -2.567], [-1.963, -8.708, 4.510], [-5.818, 5.330, -3.428], [-1.683, 3.127, 4.485], [-1.232, 4.829, 2.874], [-3.232, 4.507, 5.665], [-3.588, 4.798, 1.804], [-5.525, 2.996, 4.636], [-2.816, 6.360, 4.019], [-3.196, 2.637, 2.749], [-1.034, 5.309, 5.204], [-5.593, 5.436, 4.201], [-0.598, -9.330, 4.550], [-6.856, 4.253, -3.541], [3.339, -3.808, -6.976], [-3.087, -4.920, 3.102], [2.319, 8.829, 4.096], [-4.648, 0.238, -3.292], [8.144, 5.501, -2.679], [-5.902, 1.922, -2.125], [3.039, -8.857, 8.859], [5.139, 1.029, -6.859], [2.757, 3.293, -3.346], [1.239, -8.229, -4.511], [-3.975, -1.725, 2.051], [-6.247, 3.842, 2.384], [1.581, -3.608, 2.201], [2.049, -5.382, -5.239], [-5.093, 0.671, -2.081], [0.945, 0.841, -0.278], [-0.550, 1.509, -0.378], [-0.104, -8.628, -6.789], [1.287, 9.164, 6.541], [-0.032, -3.921, 2.168], [-7.531, 1.845, 0.961], [-3.645, 4.035, 3.106], [8.443, 8.112, -3.181], [-0.293, -2.377, 4.523], [-6.557, 6.863, -4.042], [-0.274, 8.328, 4.522], [1.696, -9.256, 6.581], [-0.635, -10.134, -4.630], [-3.688, -2.418, 3.373], [-0.504, 3.179, -0.348], [3.961, 2.152, 2.149], [-5.410, -1.181, 1.889], [-3.249, -0.712, -0.475], [3.587, 0.998, -0.372], [-0.990, -3.306, 3.366], [-5.750, 5.841, -1.694], [-2.616, -3.655, 3.274], [4.416, 1.224, 0.853], [3.796, 0.630, -9.137], [-1.446, 1.021, -1.661], [2.319, -2.690, 3.349], [3.265, -0.876, -6.978], [2.178, 1.830, -0.712], [-3.064, -9.866, 3.661], [-7.418, 0.292, 0.351], [-5.896, -0.346, 0.527], [-1.956, -7.464, 3.196], [5.006, 4.666, -2.888], [4.704, -5.036, -5.031], [5.912, 0.497, 1.000], [-2.011, -0.536, -1.538], [-6.182, 2.330, 1.759], [9.250, 7.089, -0.833], [1.165, -10.762, 8.740], [-4.780, -0.122, -0.671], [-5.181, 4.090, 3.651], [4.495, 3.696, -5.339], [1.348, -2.070, 4.561], [-2.938, -1.513, 0.940], [-0.147, 3.636, -1.385], [0.979, -0.112, -0.960], [-8.136, -0.449, 0.944], [2.846, -1.622, -7.657], [2.395, -8.680, 5.971], [-6.222, -1.316, 2.748], [8.247, 7.336, -0.476], [-8.428, 1.874, 1.745], [-0.955, 7.924, 5.275], [-0.890, -7.966, -6.416], [5.683, 5.381, -3.361], [4.661, 5.073, -1.934], [-6.728, 6.761, -5.116], [5.523, 3.720, -2.712], [3.010, 1.292, -8.764], [-3.186, -10.752, 4.288], [-0.484, 9.388, 4.357], [1.969, -4.530, -4.560], [-0.933, -1.908, 5.400], [-7.718, 0.275, -0.804], [3.471, -2.469, 3.379], [-2.348, -0.838, -2.640], [1.106, 0.486, 0.848], [-5.349, 5.013, -1.103], [9.908, 7.955, -0.732], [-7.324, 3.960, 2.885], [-5.092, 6.707, -1.594], [0.413, -10.007, 8.978], [-1.293, -6.648, 3.493], [-6.753, 6.087, -1.337], [2.235, 2.053, -1.874], [4.495, 1.206, -9.747], [-2.630, -10.158, 2.702], [-2.967, -7.075, 3.056], [0.595, -8.052, -7.399], [0.910, -8.594, 6.953], [-5.307, 2.346, 0.947], [-1.592, -7.906, 2.265], [6.191, 0.340, 2.145], [2.255, 2.828, -0.102], [2.170, -6.306, -4.670], [2.260, 9.210, 7.035], [-5.872, 7.696, -3.863], [-0.541, -9.424, -7.396], [0.554, 8.732, 7.227], [0.980, 10.171, 6.251], [-1.146, 1.213, 0.611], [-1.855, -1.932, 1.082], [4.459, -4.206, -4.365], [-0.483, -4.585, 1.299], [5.679, -4.857, -5.490], [-0.744, 1.123, -2.618], [1.143, -5.448, -5.846], [1.870, -1.409, 5.386], [-1.532, 3.660, -0.053], [-1.086, -1.216, -1.211], [3.725, 1.498, 3.105], [3.013, 2.810, 1.949], [5.044, 2.809, -5.011], [8.272, 8.009, -4.254], [-3.186, -1.591, 4.071], [-1.054, -10.880, -5.309], [0.284, 3.585, 0.450], [7.491, 8.295, -2.678], [-6.189, 4.704, 1.576], [1.259, -10.052, 5.974], [3.359, -0.166, -9.744], [-7.860, 2.605, 0.103], [0.746, -11.508, 8.061], [-0.311, -10.625, -3.709], [-7.509, 7.047, -3.539], [-5.982, 1.518, 2.599], [-2.312, 1.814, -1.826], [-0.407, 7.783, 3.585], [4.737, -5.972, -4.469], [4.842, 2.880, 2.473], [2.253, -4.087, 1.347], [-4.038, -9.397, 3.506], [9.128, 8.944, -3.002], [2.513, -0.120, -6.739], [6.745, 1.146, 0.472], [4.017, 0.201, -1.147], [5.876, -0.556, 0.474], [3.788, 3.414, -6.123], [3.589, -1.367, -6.057], [-4.713, -2.691, 3.878], [9.651, 6.261, -0.242], [-6.353, 1.967, -3.038], [1.489, -11.253, 9.660], [-1.387, -9.379, -4.391], [5.189, 4.443, -5.731]],
  "atomic_forces_ev_per_a": [[-0.138, 0.117, 0.263], [5.461, 0.262, 2.285], [0.282, 0.336, -0.342], [-0.037, 0.152, 0.124], [-0.173, 0.219, 0.113], [0.003, 0.450, 0.155], [0.391, -0.030, -0.047], [-0.281, -0.209, 0.026], [0.364, -0.147, -0.235], [-0.147, -0.040, -0.013], [-1.326, 3.325, -0.146], [-2.557, 0.094, 2.719], [1.333, 0.798, -3.293], [-0.376, -2.413, 4.457], [1.761, 3.611, -2.561], [0.571, -3.760, 0.388], [-2.193, 4.685, 1.019], [-2.851, -1.064, -1.957], [2.050, -4.287, -1.256], [-0.635, 0.225, -0.149], [0.182, 0.290, 0.135], [0.056, -0.517, 0.339], [2.977, 8.748, 0.918], [-0.554, -0.298, 0.525], [-2.584, 2.137, 8.381], [0.300, 0.575, 0.107], [1.349, -4.094, 0.248], [-0.302, -0.453, -0.355], [-0.276, -0.296, -0.349], [0.149, 0.182, -0.259], [-0.369, -0.483, -0.278], [-1.794, 2.206, -3.987], [-1.325, -0.153, 0.776], [-1.649, 1.184, 2.161], [0.107, 0.121, 0.098], [0.675, -0.224, -6.728], [-0.177, 0.218, 0.322], [-0.752, 0.826, 0.737], [-0.027, 0.137, 0.000], [-0.011, 0.120, 0.040], [1.939, 2.167, 3.074], [-0.901, 0.643, 0.608], [-0.240, -1.517, -3.754], [-0.116, 0.044, -0.013], [2.241, -0.931, -2.053], [-0.142, -0.009, -0.014], [-0.094, 0.123, -0.055], [0.050, -0.047, 0.064], [-0.071, 0.045, 0.101], [0.903, 0.856, 1.666], [0.704, 0.316, 0.051], [0.436, 0.043, -0.218], [1.345, 1.303, -3.472], [-2.362, -0.506, 2.740], [2.100, 0.894, 3.216], [3.059, 0.411, -0.629], [-0.098, -0.025, 0.134], [-1.059, -5.298, -0.745], [-1.589, -0.657, -2.350], [-0.026, 0.141, -0.048], [0.589, 0.844, 0.036], [-5.175, -0.715, 0.635], [-0.112, 0.188, 0.000], [1.792, -1.444, 0.094], [0.006, -0.124, -0.050], [0.522, -0.651, 0.388], [3.559, -0.981, -0.091], [0.042, -0.257, -0.047], [-0.113, -0.039, 0.023], [0.076, 0.075, 0.038], [-0.913, 0.035, -0.050], [0.201, 0.331, -0.419], [0.648, -0.065, -1.061], [-0.083, -0.024, 0.103], [-0.101, 0.002, 0.085], [1.348, -1.293, 2.754], [-3.778, -0.275, -0.539], [-0.097, -0.079, 0.085], [-1.323, -2.491, -3.734], [-2.839, 1.555, -1.155], [-0.813, -1.128, 2.090], [0.034, 1.692, 1.260], [1.510, 1.726, -1.334], [0.198, 0.038, 0.144], [-0.006, -0.128, 0.161], [2.309, 0.069, -1.910], [0.046, -0.047, -0.110], [1.900, -0.226, -1.697], [0.123, 0.019, -0.036], [0.082, -0.071, 0.059], [-0.053, -0.124, 0.043], [-0.062, -0.043, -0.144], [0.085, -0.099, 0.155], [-0.076, 0.072, -0.090], [0.082, -0.068, 0.060], [0.080, 0.181, -0.013], [0.124, -0.059, 0.024], [0.102, 0.063, -0.142], [1.400, -1.195, -2.081], [0.857, -0.023, 2.687], [-2.582, -0.601, -0.253], [0.427, 0.430, 2.672], [-0.227, 0.757, -2.441], [0.003, 0.015, -0.195], [-0.021, -0.080, -0.074], [2.471, -0.136, -0.793], [-0.023, -0.083, -0.073], [0.123, 0.012, -0.053], [-0.135, -0.196, 0.070], [0.024, -0.023, -0.121], [-0.396, -0.338, 2.637], [-0.014, -0.117, 0.151], [0.051, 0.073, 0.106], [0.246, -0.218, 0.125], [-0.001, -0.130, 0.140], [0.086, -0.115, 0.025], [-1.684, -0.329, 1.977], [0.026, -0.116, 0.118], [-0.608, 0.404, -2.481], [-0.454, -2.031, -1.261], [-0.034, 0.082, -0.203], [-0.089, -0.086, -0.157], [0.011, -0.140, -0.002], [0.087, 0.018, 0.080], [0.060, -0.030, -0.083], [0.042, -0.108, -0.068], [1.157, 0.484, -2.002], [-2.360, 0.762, 0.094], [-0.057, -0.036, -0.111], [1.019, 1.531, 2.115], [-0.178, -0.026, -0.046], [-1.595, -0.537, 1.946], [0.198, -0.022, 0.003], [-1.517, -1.530, -1.774], [1.801, -1.133, -0.676], [-2.239, 1.360, -0.547], [0.525, 1.070, -2.068], [1.822, -1.331, 0.198], [-0.136, 0.084, -0.044], [0.088, -0.094, 0.143], [-0.996, -1.772, -1.507], [0.108, 0.068, 0.017], [-1.774, -1.105, -1.650], [0.084, -0.091, 0.012], [0.281, -1.924, 1.761], [0.033, 0.124, 0.086], [0.079, 0.007, 0.091], [1.055, -1.776, 1.755], [0.090, 0.070, 0.007], [0.076, 0.091, -0.157], [0.088, -0.103, -0.004], [-0.171, 1.940, -1.710], [1.556, -1.871, 0.371], [0.145, 0.032, 0.145], [-0.061, 0.040, -0.112], [-1.801, -1.557, -0.827], [-1.673, 1.194, 2.046], [0.087, 0.017, 0.064], [-0.008, -0.116, -0.008], [0.153, 0.122, -0.052], [-1.750, -1.254, 1.177], [-1.049, 1.996, 1.675], [0.118, 2.137, 1.040], [0.084, 0.018, 0.196], [0.049, 0.040, -0.275], [2.176, 0.114, -1.296], [-0.040, 0.061, -0.197], [1.313, 0.097, 1.471], [0.073, 0.100, -0.145], [0.120, 0.008, -0.054], [-0.084, 0.011, 0.099]]
}